[1]
# C15H29OSSc

C15H29OSSc as an isolated structure (ωB97M-V with the def2-TZVPD basis set, the OMol25 dataset).

Geometry as XYZ:
```
47
Properties=species:S:1:pos:R:3:forces:R:3:lowdin_charge:R:1
H -2.3885 1.5099 -1.9531 0.0168 0.2532 0.0237 0.09
H -2.1816 -0.7042 -4.1821 0.1037 -0.0555 0.0097 0.09
S 2.8589 -1.5842 1.0470 -0.6548 -0.7211 -0.4471 1.04
C 2.6391 -3.0761 2.0337 -0.0746 0.0576 0.1696 -0.20
H -1.0390 2.6549 -2.1140 -0.2670 -0.0677 0.1081 0.09
C -1.2173 -1.2202 -4.2158 -0.0873 0.2216 0.1135 -0.07
H -1.4039 -2.2881 -4.3172 0.0052 -0.0421 0.0715 0.09
C -0.3657 -0.9134 -2.9746 0.4629 0.2552 -0.2718 -0.26
C 0.2199 1.5483 1.6335 -0.6444 -0.3326 -0.4699 -0.26
C -3.3855 0.7870 0.8921 -0.5072 -0.2482 -0.0749 0.00
H 3.3571 -1.8078 -1.2783 0.0878 0.0464 0.2978 0.07
C 1.3861 1.7314 2.5370 0.5021 -0.1673 0.1834 -0.01
H 2.2367 -3.8777 1.4020 0.1184 0.2773 0.1100 0.08
C 3.6846 -2.3217 -0.3687 0.3081 -0.1869 0.0104 -0.20
C -1.9443 1.1482 0.9052 0.9123 0.4148 -0.1638 -0.28
H -4.0173 1.6637 1.1018 0.1928 -0.2324 -0.0618 0.12
H 3.4436 -3.3903 -0.4196 0.0252 0.3218 -0.0402 0.08
C 1.2174 2.6736 -0.4774 0.4152 0.1301 -0.3081 -0.01
H 2.3064 1.9035 1.9670 -0.1478 0.0076 0.1704 0.09
H 4.7624 -2.1828 -0.2298 -0.1698 -0.0358 -0.0579 0.08
H -1.4385 1.1310 4.1129 0.0108 -0.1962 -0.2354 0.12
H -1.6714 -2.1919 -1.7705 0.1555 0.1517 -0.0258 0.13
O 1.4051 -1.3691 0.4712 0.6962 -0.0019 0.4805 -0.62
H -2.5102 3.1245 -1.2427 0.2329 -0.2602 -0.0241 0.12
H 1.0062 2.6974 -1.5528 0.1250 0.0520 0.2290 0.08
C -1.2233 1.7962 -0.1598 0.0229 -0.3591 0.8115 -0.28
C -1.0403 0.9773 2.0054 0.3556 0.5195 -0.7209 -0.27
C -1.0153 -1.3207 -1.6424 0.5307 -2.2968 -0.2346 -0.12
H 3.6134 -3.3584 2.4493 -0.1351 0.0863 -0.1013 0.09
H 1.9457 -2.8491 2.8531 0.2463 0.0429 -0.1856 0.07
H 1.5414 0.8526 3.1753 0.0027 0.2015 -0.0075 0.08
H -0.5550 -0.3271 3.6387 -0.1844 0.1754 0.0545 0.09
H 2.1783 2.1598 -0.3311 -0.1626 0.2160 -0.0743 0.09
H 1.3487 3.7136 -0.1386 -0.0761 -0.3252 -0.0971 0.12
H 1.2441 2.5974 3.2037 -0.0235 -0.2684 -0.2429 0.12
H -3.6950 0.3887 -0.0839 -0.0697 0.1274 0.1969 0.09
C 0.1292 1.9917 0.2753 -0.6369 -0.0585 0.7235 -0.27
H 0.5982 -1.4274 -3.0743 -0.1862 0.0120 0.0875 0.12
C -1.8160 2.2902 -1.4316 -0.2022 0.0645 -0.5595 -0.01
H -0.1700 -1.7344 -0.8627 -1.9327 -0.9999 -3.3337 0.09
Sc -0.2720 -0.3540 0.1745 0.5437 3.6027 3.3291 1.07
H -3.6074 0.0303 1.6537 -0.0828 0.1854 -0.1933 0.09
H -0.6957 -0.8878 -5.1205 -0.0808 -0.0374 0.2637 0.10
H -0.1331 0.1609 -2.9565 -0.0023 -0.1224 0.0253 0.11
C -1.3494 0.3667 3.3264 -0.0848 -0.3162 0.4020 0.00
H -2.2903 -0.1936 3.2934 0.1903 0.1362 0.1322 0.09
H -1.6965 -0.5193 -1.2541 0.1501 -0.2272 -0.0720 0.08
```
Positions in Å, forces in eV/Å.

The value obtained for the max |F| is 0.096 Eh/bohr. The total energy is -1822.550103 Ha. The gap between HOMO and LUMO is 7.8 eV. As for the HOMO energy: -0.5501 hartree. Its net charge is +2.

---

[2]
# C15H30As2F12O15Tl

C15H30As2F12O15Tl as an isolated structure (ωB97M-V with the def2-TZVPD basis set, the OMol25 dataset).

Geometry as XYZ:
```
75
Properties=species:S:1:pos:R:3:forces:R:3:lowdin_charge:R:1
O 3.5607 1.9072 -0.2462 -0.4592 -0.0128 0.2192 0.04
F 4.6357 -1.5027 0.4566 -1.1612 -1.0344 0.1373 -0.26
H 0.3860 0.5357 5.4980 -0.0420 -0.0582 -0.3386 0.09
F 3.0915 -2.3362 2.2689 0.2091 -0.1166 -0.8411 -0.25
H -0.3442 -2.5157 4.9386 0.1432 0.4012 0.6110 0.11
O 4.3218 1.2946 1.7142 -0.1826 0.0481 -0.5036 0.03
C 0.9772 2.5643 -5.2738 0.7513 -0.5746 -0.7558 -0.01
O -0.2849 -2.0774 1.1864 -0.4589 0.6043 -1.6064 0.13
H 5.3577 2.9088 0.4628 -0.2469 -0.6188 0.2438 0.10
As 3.4299 -2.8339 0.6030 0.8291 -0.6334 0.0562 0.85
H -0.5707 -4.8744 1.0407 0.2877 -0.1165 0.3405 0.11
C -0.5603 1.2757 3.1077 2.3532 0.0944 0.8860 -0.57
H -2.1314 -4.1545 1.4832 0.2208 0.1992 -0.1718 0.09
H 3.3032 0.7643 3.3751 0.2409 -0.1306 0.4242 0.09
O 0.6633 1.4943 3.6534 -0.6566 -0.3861 -1.1719 0.00
As -4.1356 -1.0245 0.3247 -1.3224 -0.5561 -0.5824 0.81
C 0.8313 1.4249 5.0429 -0.4676 0.0710 1.6707 -0.05
F 4.6530 -3.9482 1.1630 -0.8081 0.8262 -0.5110 -0.23
F 3.6116 -3.2610 -1.0803 0.1688 0.2958 0.9245 -0.24
H 5.1285 0.7032 3.5252 -0.1300 0.6996 -0.1467 0.11
F -4.1873 -0.5016 -1.3673 0.2748 -0.2267 0.5606 -0.27
C -1.8277 -2.7915 -5.3325 -0.3892 -0.9242 -0.8363 -0.01
C -1.2048 -4.5859 1.8749 -1.7031 0.0097 -0.4701 0.01
O -0.7948 4.0306 -2.6135 0.7006 -0.8244 0.9508 0.03
O -1.4247 -0.1316 -3.0891 -0.1367 0.5566 1.5109 0.06
O 0.1984 3.4416 -4.4669 0.4840 0.1270 0.1898 0.01
H -2.7715 -3.2241 -5.0088 -0.0994 0.0964 -0.2845 0.11
H 0.3564 2.2766 5.5362 0.1210 0.0418 -0.0893 0.11
H 1.1126 -3.3588 4.6314 0.3098 0.1381 -0.4370 0.11
H -3.0997 1.3970 -3.9694 0.5495 -0.0646 -0.7202 0.09
C 3.2910 1.3208 0.9016 1.9379 0.4443 -0.4194 -0.56
C 0.6780 -2.3593 4.5934 -1.1441 -1.5824 -0.1458 0.02
H -0.1717 5.6993 -3.6780 -0.1614 -0.0083 -0.1889 0.10
H -1.4516 5.9760 -2.4925 0.0760 -0.3161 0.2510 0.10
O -0.6505 1.2264 1.9023 -0.8017 -0.0639 -1.3197 0.07
C -0.0354 3.1203 -3.2037 -1.9374 1.2090 -1.2047 -0.57
H 0.8309 2.8589 -6.3101 -0.3575 0.0708 0.1204 0.11
H -4.3747 0.4010 -3.5881 -0.3766 -0.2997 -0.4405 0.09
C -1.9354 -0.8842 -3.9067 0.3083 -0.4156 -2.3153 -0.56
O -1.4898 1.1400 3.9962 -0.4141 0.3370 0.3383 0.04
H 1.2827 -1.7035 5.2079 -0.1636 0.4505 -0.4431 0.10
H -1.5607 -5.3840 2.5229 0.5989 -0.2621 -0.1475 0.11
O 0.2401 2.0364 -2.7409 0.7936 -1.0697 1.3585 0.05
O -2.9640 -0.6011 -4.7029 0.6943 0.3192 1.1304 0.03
C 4.7261 2.7302 -0.3996 0.4693 1.3461 -1.1226 0.00
H -1.1333 -3.6005 -5.5564 0.2651 0.0576 0.8493 0.10
F -3.3390 -2.5328 -0.1340 -0.4456 0.7690 -0.1667 -0.26
H -1.8732 5.1400 -3.9805 0.2184 0.0234 -0.1891 0.11
H 4.2973 -0.5561 2.7078 -0.2741 0.1932 -0.4627 0.08
Tl 0.1091 0.1330 -0.6581 -0.1019 -0.3449 1.6172 1.59
F -4.7461 0.5465 0.8392 0.2378 -0.9681 -0.0229 -0.25
H -4.2034 0.8826 -5.3330 0.0617 0.0232 0.0626 0.11
C -1.0819 5.2881 -3.2483 -0.0175 0.2755 -0.2627 0.00
C 4.2546 0.5147 2.9075 -0.5390 -0.8630 0.7878 0.02
F -5.7510 -1.6404 0.1031 1.0824 0.1125 0.5493 -0.23
F 2.1737 -1.6637 0.0735 -0.3681 0.4700 -0.2483 -0.34
C -3.6936 0.6000 -4.4197 -0.7426 0.3844 1.2757 0.00
F 2.1589 -4.0475 0.7562 0.5099 0.6737 0.0329 -0.25
H -1.8857 -2.3054 -6.3062 -0.4258 0.6293 0.3578 0.10
H -2.9274 0.8736 2.5139 -0.0451 -0.2879 0.1447 0.06
H 1.8884 1.4132 5.3000 0.0592 0.1341 -0.4532 0.10
H 2.0509 2.6595 -5.1060 -0.0997 0.2088 0.4630 0.11
O 2.1804 0.8708 1.1444 -1.3199 -0.6405 -0.5456 0.10
H -3.4265 1.9375 3.8156 0.3481 0.1112 0.2592 0.11
O -0.5980 -3.6497 2.7592 0.5775 0.4869 -0.3403 0.04
H 0.7185 1.5149 -5.1447 -0.2776 0.1233 0.1399 0.10
H -3.2820 0.1989 4.1621 -0.0417 -0.0431 -0.2080 0.11
F -3.9496 -1.6043 1.9816 -0.2950 0.7265 -0.7391 -0.25
O 0.5275 -1.8655 3.2473 0.8151 1.5522 -0.3472 0.02
H 5.3166 2.4170 -1.2587 -0.0017 -0.7381 0.2992 0.11
C -0.1166 -2.5017 2.3153 0.3431 -0.9622 2.1318 -0.57
F -2.5481 -0.2648 0.4047 1.4861 0.2697 -0.1411 -0.31
C -2.8763 1.0264 3.5889 -0.3304 -0.1337 -0.5158 0.04
H 4.3817 3.7135 -0.7290 -0.3973 -0.0398 0.2848 0.10
O -1.3218 -1.9719 -4.2865 0.8164 -0.2935 0.6782 0.05
```
Positions in Å, forces in eV/Å.

The value obtained for the max |F| is 0.050 Eh/bohr. The relative energy (zero: lowest compared OMol25 entry of this formula, charge and spin) is 0.0 kJ/mol. The total energy is -7560.340110 Ha. The gap between HOMO and LUMO is 4.0 eV. As for the HOMO energy: -0.5176 hartree. Its net charge is +1.

---

[3]
# C15H30F3N3O15

A 9-piece molecular cluster, C15H30F3N3O15 overall (ωB97M-V with the def2-TZVPD basis set, the OMol25 dataset).

Geometry as XYZ:
```
66
Properties=species:S:1:pos:R:3:forces:R:3:lowdin_charge:R:1
F 1.8233 -0.6673 -4.6152 0.2990 -0.2532 0.1940 0.09
O -2.1420 -4.7329 -2.1320 3.8830 1.3142 2.8608 0.11
O 3.4685 0.2518 -3.3819 0.2446 0.5034 -1.3174 0.15
H 1.0548 5.2344 -0.4029 -0.1773 0.2239 0.2698 0.05
C 3.0196 -0.9133 -4.0170 0.9617 -0.4294 -0.1620 -0.28
O 0.9173 -0.0602 3.9035 0.8107 -1.8764 -0.1688 -0.09
O -0.7731 2.1971 -3.9226 -1.4503 0.9916 -4.3158 0.18
O 1.1744 2.9025 1.8030 1.7988 -0.4988 0.5282 -0.05
H 0.0337 0.5617 0.4570 -0.7661 0.4224 -0.7718 0.08
C 0.5340 -3.8881 -0.0584 -1.6132 1.9527 1.3259 -0.36
O -1.5532 -4.6792 0.0515 -1.4694 -0.7774 0.7133 0.08
C 1.2977 -1.2385 3.5525 -0.1477 1.4184 2.6062 -0.70
H -3.9637 -0.8772 -1.4546 -0.1280 0.1393 0.3571 0.08
O -0.1745 -3.6590 -1.2773 0.6402 -0.8481 -0.8285 0.11
C -0.3578 3.4388 -2.1337 0.6219 1.4982 0.9314 -0.05
C -0.9593 3.5156 -3.4845 -0.7783 -0.6445 0.4806 -0.32
C 2.1239 -2.1520 4.5287 -0.0436 0.7896 -0.7061 -0.01
H -2.0229 3.7024 -3.3364 -0.2102 0.3305 -1.0148 0.17
N -1.7178 -0.6199 3.6947 0.0202 -0.2721 1.3741 0.31
H 3.0126 -2.4839 3.9918 0.0546 -0.0194 0.0108 0.07
O -0.3552 0.1616 -3.1019 -0.5411 2.0507 0.4751 0.14
H -2.5143 1.4722 0.8753 0.2812 -2.0070 -0.8654 0.03
O -1.9810 0.0937 0.1934 0.8215 1.2842 -0.2857 -0.09
H 2.0446 -2.5267 -2.9192 0.2947 -0.2839 -0.2084 0.14
N 1.0220 0.4418 0.6272 -1.0035 -0.5156 -0.3379 0.34
H -2.0104 0.2955 4.0051 0.2599 0.1480 -0.0131 0.14
C -1.3243 -4.4288 -1.2370 -2.8896 0.0384 -1.5875 -0.49
H -0.7138 -0.6900 3.6104 1.6432 0.9716 0.3991 0.04
H -0.9305 3.9537 -1.3624 -0.3415 -0.5481 0.1321 0.13
O 0.9074 -1.7723 2.5084 -0.3362 -0.9485 -1.8497 -0.07
H 1.4475 5.7738 1.2759 -0.0733 0.4044 -0.3081 0.08
H -2.6303 -1.9517 -1.5200 0.4171 0.2486 0.1737 0.07
H -2.0328 -0.8490 2.7628 -1.5962 -0.3443 -1.5805 0.03
O 2.8369 1.3789 -1.5930 -0.3653 -1.8655 -0.0175 0.16
H -3.2653 2.8653 0.3537 -0.7172 -0.0942 0.1872 0.14
C 2.9077 0.3362 -2.1990 -0.5137 0.6539 1.4324 -0.54
H -0.8054 -3.1078 1.3096 -0.8899 -0.2017 0.0497 0.11
C -3.3746 -1.5506 -0.8320 0.2107 -0.5649 0.6025 0.02
H -0.2925 -4.7848 1.7049 -0.2793 0.0063 -0.0973 0.15
H -3.2509 2.3986 2.0198 -0.4070 0.4453 -0.1263 0.14
H 2.5037 4.6700 0.4414 -0.1669 -0.3075 0.0969 0.08
H 1.0414 -3.0118 0.3450 0.7162 0.1255 -1.0807 0.15
H 1.5540 -3.0522 4.7588 -0.1481 0.0832 -0.0424 0.07
O -0.2869 2.0486 -1.9316 1.2024 1.2298 5.7003 0.12
C 1.4566 4.9449 0.5681 0.1140 0.0301 0.6039 0.00
O -2.9797 -1.2943 1.5280 -0.9035 -1.3963 2.4558 -0.01
C -0.4986 1.3675 -2.9686 0.9967 -4.3420 -1.8980 -0.64
F 1.3053 -4.9578 -0.0948 1.3638 -1.3088 -0.8722 0.11
H 1.3065 1.2505 1.1612 0.4765 1.1310 0.7384 0.07
F -0.3800 4.3739 -4.3357 -0.0198 0.1065 -0.0794 0.11
H 1.5266 0.3350 -0.2412 0.1087 0.0636 -0.0672 0.08
C 2.8983 -1.8586 -2.8057 -1.5878 0.1495 -0.9307 -0.03
H 3.8089 -2.3882 -2.5255 0.0323 0.2812 0.0201 0.14
C -0.5879 -4.0987 0.9110 0.6012 -0.1567 -0.3653 -0.07
C -2.7442 -0.8784 0.4161 0.0751 0.0875 -3.3354 -0.71
C 0.6160 3.8608 1.2479 3.5240 -1.5996 -0.3536 -0.77
H -1.9041 2.8940 1.1758 2.0166 1.3233 0.6696 0.04
O 2.4505 -0.9211 -1.8246 0.9180 1.6669 0.6616 0.03
O -0.5852 3.8718 1.1636 -5.3596 1.5365 -1.1218 -0.05
H 0.5882 3.9771 -2.0749 0.5560 -0.7321 -0.2514 0.14
H 2.4327 -1.6612 5.4517 -0.1727 0.1229 -0.1603 0.07
H 0.9582 -0.3960 1.1877 0.8330 -0.9593 0.8689 0.07
N -2.7901 2.4122 1.1212 -0.7942 0.5447 0.1841 0.30
H 3.7736 -1.0892 -4.7842 -0.2210 -0.5725 0.0497 0.17
H -2.0018 -1.3197 4.3653 -0.3572 -0.1673 0.0483 0.14
H -3.9421 -2.4215 -0.5039 -0.3291 0.2170 -0.0802 0.08
```
Positions in Å, forces in eV/Å.

The value obtained for the max |F| is 0.116 Eh/bohr. The relative energy (zero: lowest compared OMol25 entry of this formula, charge and spin) is 148.7 kJ/mol. The total energy is -2182.093962 Ha. The gap between HOMO and LUMO is 8.3 eV. As for the HOMO energy: -0.3128 hartree. Its net charge is 0.